No. 1
A cluster of 2 separate species, C3H6N in total at a distorted geometry, computed with ωB97M-V/def2-TZVPD.

Structure (XYZ):
```
10
Properties=species:S:1:pos:R:3
C -1.06 0.44 -0.53
C 0.25 0.90 -0.21
C 0.12 -0.53 -0.42
N 0.59 -0.09 0.88
H -1.82 0.48 0.29
H -1.22 0.57 -1.52
H 0.86 1.66 -0.43
H 0.76 -3.05 -0.91
H 1.53 -0.23 1.11
H -0.02 -0.17 1.75
```

The LUMO energy (spin up / spin down) is -3.627 / -7.555 eV. Its total charge is +1. Its orbital gap (spin up / spin down) is 10.77 / 8.97 eV. The energy above the lowest of the compared OMol25 structures with the same formula, charge and spin comes out at 60.4 kcal per mole. As for the multiplicity: 3. The HOMO energy (spin up / spin down) comes out at -0.52924 / -0.60723 Eh. The value obtained for the maximum force is 0.0779 Eh/bohr.

natural (NBO) atomic charge list, values in e, 2 entries:
1. C -0.377
2. C -0.074

No. 2
The molecule C3H6N2 at a distorted geometry, computed with ωB97M-V/def2-TZVPD.

Structure (XYZ):
```
11
Properties=species:S:1:pos:R:3
C 1.92 -0.67 -0.02
C 0.66 0.02 0.05
C -0.15 1.22 0.10
N -0.61 -0.11 0.52
N -1.65 -0.85 -0.06
H 1.94 -1.74 0.09
H 2.80 -0.13 -0.30
H -0.04 1.94 0.90
H -0.51 1.64 -0.84
H -1.91 -0.52 -0.99
H -2.46 -0.80 0.55
```

Its structure (SMILES) is C=C1CN1N. The LUMO energy is 0.978 eV. Its total charge is 0. Its orbital gap is 9.43 eV. The energy above the lowest of the compared OMol25 structures with the same formula, charge and spin comes out at 86.8 kcal per mole. As for the multiplicity: 1. The HOMO energy comes out at -0.31062 Eh. The value obtained for the maximum force is 0.1116 Eh/bohr.

natural (NBO) atomic charge list, values in e, 2 entries:
1. C -0.483
2. C 0.179

No. 3
The molecule C3H6N2 at a distorted geometry, computed with ωB97M-V/def2-TZVPD.

Structure (XYZ):
```
11
Properties=species:S:1:pos:R:3
H 2.69 -1.04 -0.43
N 1.99 -1.81 -0.22
C 0.84 -1.33 0.16
N 0.48 0.00 0.30
C -0.87 0.30 0.10
C -1.40 1.53 0.03
H -0.06 -2.01 0.24
H 1.19 0.65 -0.05
H -1.60 -0.50 0.15
H -2.49 1.79 -0.10
H -0.78 2.41 -0.18
```

Its structure (SMILES) is [H]/N=C\NC=C. The LUMO energy is 1.077 eV. Its total charge is 0. Its orbital gap is 9.83 eV. The energy above the lowest of the compared OMol25 structures with the same formula, charge and spin comes out at 32.1 kcal per mole. As for the multiplicity: 1. The HOMO energy comes out at -0.32170 Eh. The value obtained for the maximum force is 0.0446 Eh/bohr.

natural (NBO) atomic charge list, values in e, 2 entries:
1. H 0.323
2. N -0.680

No. 4
The molecule C3H6N2 at a distorted geometry, computed with ωB97M-V/def2-TZVPD.

Structure (XYZ):
```
11
Properties=species:S:1:pos:R:3
C 2.25 0.08 0.02
C 1.11 -0.54 -0.03
C -0.17 0.15 -0.15
N -1.24 -0.58 -0.09
N -2.42 0.02 0.14
H 3.26 -0.36 0.16
H 2.16 1.18 0.11
H 0.98 -1.65 0.12
H -0.15 1.20 -0.07
H -2.52 1.00 -0.14
H -3.25 -0.50 -0.07
```

Its structure (SMILES) is C=C/C=N/N. The LUMO energy is 1.151 eV. Its total charge is 0. Its orbital gap is 9.48 eV. The energy above the lowest of the compared OMol25 structures with the same formula, charge and spin comes out at 49.5 kcal per mole. As for the multiplicity: 1. The HOMO energy comes out at -0.30594 Eh. The value obtained for the maximum force is 0.0583 Eh/bohr.

natural (NBO) atomic charge list, values in e, 2 entries:
1. C -0.399
2. C -0.215